{
  "formula": "C30H34O2P3PdS2",
  "method": "ωB97M-V/def2-TZVPD",
  "elements": ["Pd", "C", "C", "P", "C", "C", "C", "C", "C", "C", "C", "C", "C", "C", "C", "C", "P", "C", "C", "C", "C", "C", "C", "C", "C", "C", "C", "C", "C", "H", "H", "H", "H", "H", "H", "H", "H", "H", "H", "H", "H", "H", "H", "H", "H", "H", "H", "H", "H", "H", "H", "H", "H", "C", "C", "O", "P", "S", "S", "O", "C", "C", "H", "H", "H", "H", "H", "H", "H", "H", "H", "H"],
  "coordinates": [[0.883611, -0.207231, -0.407672], [-1.963141, 0.605883, 1.357550], [-1.448482, 1.911971, 0.767370], [-0.402844, 1.753501, -0.757052], [-1.541976, 1.408074, -2.136391], [-2.342519, 0.269082, -2.078833], [-3.185180, -0.052680, -3.129449], [-3.204238, 0.737839, -4.266886], [-2.358970, 1.833806, -4.363006], [-1.532979, 2.173407, -3.304394], [-0.024929, 3.522306, -0.986123], [-1.069562, 4.427596, -1.181411], [-0.802071, 5.780584, -1.294403], [0.506433, 6.241745, -1.212770], [1.546166, 5.345845, -1.027753], [1.283350, 3.986629, -0.916418], [-0.674568, -0.738765, 1.536864], [0.609108, 0.093152, 2.563789], [1.948738, -0.267837, 2.393217], [2.948795, 0.372727, 3.114554], [2.616361, 1.372812, 4.013701], [1.285721, 1.708699, 4.222170], [0.286795, 1.063852, 3.510401], [-1.488067, -1.685623, 2.886439], [-2.850357, -1.973675, 2.804637], [-3.493922, -2.629469, 3.841815], [-2.779042, -3.037112, 4.958419], [-1.413320, -2.806310, 5.019044], [-0.767407, -2.139757, 3.988525], [-2.752482, 0.197083, 0.725689], [-2.397741, 0.786526, 2.342048], [-0.784776, 2.402989, 1.484260], [-2.275066, 2.594636, 0.563959], [-2.276906, -0.397959, -1.232261], [-3.781018, -0.952966, -3.073166], [-3.858683, 0.483922, -5.091016], [-2.336105, 2.417595, -5.274539], [-0.876918, 3.029519, -3.389940], [-2.088709, 4.070250, -1.262799], [-1.614822, 6.478595, -1.449746], [0.710130, 7.301391, -1.297779], [2.566070, 5.704057, -0.971813], [2.090838, 3.278012, -0.779051], [2.206963, -1.093501, 1.739222], [3.985679, 0.100381, 2.966623], [3.393114, 1.879051, 4.572429], [1.026787, 2.478856, 4.937763], [-0.752053, 1.310657, 3.696066], [-3.417554, -1.681708, 1.929700], [-4.557842, -2.818452, 3.775658], [-3.283914, -3.539003, 5.773481], [-0.844395, -3.141827, 5.876974], [0.297397, -1.957065, 4.055948], [1.822750, -3.721799, -4.336826], [1.335187, -2.290208, -4.221667], [1.520637, -1.726340, -2.919463], [0.741248, -2.226102, -1.582900], [2.921836, 0.819422, -0.795505], [-1.000419, -3.066112, -2.034575], [1.612149, -3.492825, -1.041100], [3.034697, -3.428152, -0.932991], [3.474301, -3.976285, 0.410041], [1.681678, -4.070530, -5.361508], [1.253697, -4.367779, -3.669061], [2.884202, -3.798379, -4.095952], [0.276638, -2.237380, -4.486252], [1.897126, -1.633050, -4.886338], [3.382899, -2.399260, -1.071798], [3.454141, -4.037747, -1.736861], [3.149947, -3.326730, 1.224710], [4.561864, -4.056898, 0.436998], [3.045926, -4.965935, 0.567400]],
  "forces_ev_per_angstrom": [[0.840, 0.464, -0.102], [0.175, -0.140, 0.047], [0.092, -0.129, -0.149], [-0.722, -0.012, 0.027], [0.064, 0.012, -0.042], [-0.013, 0.113, 0.027], [0.067, -0.050, 0.003], [-0.042, -0.038, -0.055], [-0.031, 0.013, -0.066], [0.008, -0.044, 0.060], [0.342, -0.162, 0.014], [0.040, 0.039, 0.063], [-0.052, 0.016, 0.000], [0.011, 0.001, -0.002], [0.039, 0.072, -0.004], [-0.060, -0.029, -0.008], [0.129, 0.589, 0.512], [-0.005, -0.027, -0.043], [-0.099, -0.044, 0.245], [-0.019, 0.032, -0.017], [0.073, 0.008, 0.057], [-0.085, 0.040, 0.008], [0.088, 0.030, -0.061], [-0.073, -0.322, -0.307], [0.041, 0.007, 0.014], [-0.055, -0.007, -0.012], [-0.014, -0.014, -0.011], [0.036, -0.034, 0.038], [-0.042, 0.019, -0.006], [-0.039, -0.023, 0.062], [-0.075, 0.031, -0.031], [-0.005, 0.039, -0.042], [-0.027, -0.005, -0.002], [-0.005, -0.103, -0.006], [-0.048, 0.001, 0.009], [0.029, -0.010, -0.013], [-0.011, 0.043, 0.035], [-0.015, -0.014, -0.024], [-0.012, 0.028, 0.012], [0.001, -0.006, 0.005], [0.009, -0.003, -0.008], [-0.001, -0.020, 0.002], [0.005, 0.057, 0.028], [0.003, 0.083, -0.115], [-0.014, -0.048, -0.003], [0.004, 0.011, -0.023], [0.001, -0.024, 0.019], [0.024, 0.051, 0.003], [-0.022, 0.022, 0.010], [0.011, -0.026, 0.002], [0.009, -0.015, -0.007], [-0.002, 0.008, -0.005], [-0.012, 0.015, 0.018], [0.025, 0.079, 0.072], [-0.076, -0.148, -0.202], [0.176, -0.057, 0.248], [-0.823, -0.969, -1.045], [-0.377, -0.465, 0.167], [0.292, 0.580, 0.346], [0.179, 0.315, 0.164], [0.183, 0.066, 0.092], [-0.094, 0.054, -0.086], [-0.015, 0.001, 0.000], [0.015, -0.034, -0.005], [-0.002, 0.015, 0.013], [0.001, 0.042, 0.071], [-0.028, 0.001, -0.002], [0.010, -0.021, -0.007], [-0.023, 0.061, -0.039], [-0.007, -0.019, 0.007], [0.009, 0.013, 0.038], [0.011, -0.005, 0.018]],
  "lowdin_spin": [0.786, 0.002, 0.015, 0.113, 0.014, 0.010, -0.001, 0.009, 0.000, 0.009, 0.014, 0.004, 0.001, 0.000, 0.001, 0.007, 0.085, 0.008, 0.021, 0.010, 0.000, 0.004, 0.001, 0.024, 0.008, 0.000, 0.007, 0.000, 0.009, 0.001, 0.001, 0.000, 0.004, 0.001, 0.000, 0.001, 0.000, 0.000, 0.000, 0.000, 0.000, 0.000, 0.011, 0.006, 0.001, 0.000, 0.000, 0.000, 0.000, 0.000, 0.000, 0.000, 0.001, 0.002, 0.007, 0.033, 0.164, 1.430, 0.117, 0.059, 0.001, 0.000, 0.000, 0.001, 0.000, 0.001, 0.001, 0.000, 0.001, 0.000, 0.000, 0.000],
  "homo_energy_ev": [-6.7, -7.5],
  "spin_multiplicity": 4,
  "relative_energy_ev": 0.764,
  "total_energy_ev": -88774.2603,
  "orbital_gap_ev": [7.22, 5.75]
}